No. 1
{
  "formula": "C11H16BClMgN6",
  "method": "ωB97M-V with the def2-TZVPD basis set",
  "species": ["C", "N", "N", "C", "C", "B", "N", "N", "C", "C", "C", "Mg", "N", "N", "C", "C", "C", "H", "H", "H", "H", "H", "H", "H", "H", "H", "H", "H", "C", "H", "H", "H", "Cl", "C", "H", "H"],
  "positions_angstrom": [[2.04199, -2.15906, 1.22474], [1.19176, -1.18042, 0.92197], [-0.11074, -1.54296, 1.10666], [-0.08034, -2.77806, 1.59794], [1.24280, -3.19837, 1.67519], [-1.33482, -0.61975, 0.77837], [-1.18856, 0.80457, 1.38939], [-0.00667, 1.50402, 1.26798], [-0.18059, 2.67504, 1.90546], [-1.46637, 2.71660, 2.46052], [-2.06741, 1.51502, 2.11659], [1.48678, 0.42956, 0.15629], [-1.55586, -0.51613, -0.76570], [-0.60311, 0.02659, -1.57969], [-1.07345, -0.10107, -2.83980], [-2.34269, -0.70283, -2.82156], [-2.61527, -0.93861, -1.48833], [-0.51718, 0.21744, -3.72512], [-3.46420, -1.36952, -0.96937], [-2.99570, -0.94190, -3.65041], [-2.29226, -1.14820, 1.24263], [-3.04147, 1.09129, 2.32295], [-1.01587, -3.22716, 1.84649], [-1.91112, 3.50773, 3.03480], [1.58915, -4.13708, 2.01771], [0.60372, 3.42869, 1.95936], [3.11382, -2.04680, 1.08082], [1.05097, 1.66759, -1.21966], [1.90149, 2.28770, -0.78052], [1.38285, 3.19556, -0.40622], [2.55096, 1.96546, 0.01039], [2.60868, 2.40474, -1.63461], [1.65058, -2.01705, -1.99938], [2.23857, -0.44970, -1.83236], [1.89499, 0.12389, -2.68416], [3.31454, -0.48682, -1.71938]],
  "mulliken_charge": [-0.010, 0.083, 0.038, -0.023, -1.171, -0.125, 0.500, -0.847, -0.031, -1.060, -0.067, 0.724, 0.202, -0.130, -0.163, -0.859, 0.109, 0.446, 0.483, 0.454, -0.069, 0.477, 0.490, 0.434, 0.492, 0.478, 0.441, -0.015, -0.514, 0.362, 0.352, 0.373, 0.028, -0.994, 0.531, 0.583],
  "e_lumo_ev": [-9.142, -11.276],
  "multiplicity": 1,
  "e_above_lowest_ev": 1.6476,
  "e_tot_ev": -39233.5026,
  "e_homo_ha": [-0.57177, -0.57019],
  "homo_lumo_gap_ev": [6.417, 4.240],
  "charge": 2
}

---

No. 2
{
  "formula": "C29H33IrN6O3S",
  "method": "ωB97M-V with the def2-TZVPD basis set",
  "species": ["Ir", "N", "C", "C", "C", "N", "H", "H", "H", "H", "H", "H", "H", "H", "H", "H", "O", "S", "O", "N", "C", "C", "C", "C", "C", "C", "C", "C", "N", "C", "C", "C", "C", "C", "C", "C", "H", "H", "H", "H", "H", "H", "H", "H", "H", "H", "H", "C", "N", "N", "C", "O", "C", "C", "C", "C", "C", "C", "C", "C", "C", "H", "H", "H", "H", "H", "H", "H", "H", "H", "H", "H", "H"],
  "positions_angstrom": [[-0.01830, 0.19336, -0.02498], [-1.74122, -0.59733, 0.88341], [-2.82897, 0.37648, 1.18948], [-2.31634, 1.51704, 2.05357], [-1.42830, 2.49073, 1.29879], [-0.07220, 1.94335, 1.00086], [-2.11090, -1.30539, 0.24756], [-1.52684, -1.10190, 1.73867], [-3.64631, -0.15285, 1.67862], [-3.19725, 0.75785, 0.23576], [-1.80587, 1.12581, 2.94092], [-3.17175, 2.07816, 2.43193], [-1.28436, 3.41584, 1.85875], [-1.86206, 2.75012, 0.33320], [0.47753, 1.89939, 1.85993], [0.38832, 2.62511, 0.39291], [0.21517, 2.57840, -1.94570], [1.59179, 2.22684, -2.08955], [2.62101, 3.14101, -1.71995], [1.69220, 0.93135, -0.89544], [2.82462, 0.65917, -0.25060], [4.14861, 0.99677, -0.64504], [5.23379, 0.62811, 0.13183], [5.06754, -0.06688, 1.31633], [3.76315, -0.42335, 1.76985], [3.52694, -1.11210, 2.97354], [2.23293, -1.40005, 3.33805], [1.18724, -1.00294, 2.50709], [1.38925, -0.35546, 1.36180], [2.66317, -0.06350, 0.98758], [1.94068, 1.46354, -3.60362], [3.17462, 1.70989, -4.20167], [3.45296, 1.10130, -5.41420], [2.51354, 0.26465, -6.00304], [1.28277, 0.03517, -5.39590], [0.98184, 0.63990, -4.18916], [4.30855, 1.53625, -1.56525], [6.23020, 0.88835, -0.19802], [5.92470, -0.34853, 1.91459], [4.35871, -1.40718, 3.60103], [2.00577, -1.92825, 4.25315], [0.16694, -1.22351, 2.78116], [3.88011, 2.39415, -3.74947], [4.39722, 1.28967, -5.90587], [2.73843, -0.20639, -6.95067], [0.55951, -0.61170, -5.87374], [0.02985, 0.49132, -3.70139], [-5.11003, 0.68809, -4.10878], [-4.00906, -0.04704, -3.48566], [-2.96901, 0.58797, -2.84783], [-2.22979, -0.36142, -2.22411], [-1.06670, -0.11303, -1.67869], [-2.84480, -1.59491, -2.41791], [-3.96190, -1.35577, -3.21233], [-4.99166, -2.29738, -3.72187], [-2.62870, 1.95635, -3.13041], [-2.97784, 2.93657, -2.21592], [-2.67010, 4.26003, -2.49283], [-2.03224, 4.58553, -3.68319], [-1.70884, 3.59467, -4.60208], [-2.00984, 2.26873, -4.32988], [-4.89865, 1.75115, -4.06157], [-6.03725, 0.47736, -3.57953], [-5.20075, 0.39041, -5.15105], [-2.48165, -2.55500, -2.09329], [-4.73609, -3.31683, -3.44704], [-5.06779, -2.23901, -4.80821], [-5.97314, -2.06371, -3.30535], [-3.53490, 2.66632, -1.32601], [-2.95241, 5.04033, -1.79841], [-1.80715, 5.61934, -3.90751], [-1.23050, 3.85614, -5.53615], [-1.76886, 1.48688, -5.04011]],
  "lowdin_spin": [0.036, 0.000, 0.000, 0.000, 0.001, -0.001, 0.000, 0.000, 0.000, 0.000, 0.000, 0.000, 0.000, 0.000, 0.000, 0.000, 0.009, 0.008, 0.006, 0.299, 0.079, 0.166, 0.000, 0.235, 0.023, 0.025, 0.005, 0.010, 0.009, 0.055, 0.004, 0.002, 0.001, 0.005, 0.000, 0.005, 0.006, -0.004, 0.009, 0.000, 0.000, 0.000, 0.000, 0.000, 0.000, 0.000, 0.000, 0.000, 0.000, 0.000, 0.001, 0.005, 0.000, 0.000, 0.000, 0.000, 0.000, 0.000, 0.000, 0.000, 0.000, 0.000, 0.000, 0.000, 0.000, 0.000, 0.000, 0.000, 0.000, 0.000, 0.000, 0.000, 0.000],
  "s2": 0.7889,
  "e_lumo_ev": [-9.391, -10.936],
  "multiplicity": 2,
  "e_above_lowest_ev": 0.0000,
  "e_tot_ev": -59341.3357,
  "e_homo_ha": [-0.61672, -0.61876],
  "homo_lumo_gap_ev": [7.391, 5.902],
  "charge": 3
}

---

No. 3
{
  "formula": "C23H27FN4O2",
  "method": "ωB97M-V with the def2-TZVPD basis set",
  "species": ["O", "C", "N", "C", "H", "H", "C", "H", "H", "C", "C", "O", "N", "C", "H", "C", "N", "C", "C", "C", "C", "C", "C", "H", "H", "H", "H", "F", "C", "H", "C", "H", "H", "H", "H", "H", "H", "H", "C", "H", "C", "H", "H", "H", "N", "C", "C", "C", "C", "C", "C", "H", "H", "H", "H", "H", "H"],
  "positions_angstrom": [[1.12395, -3.63437, -3.17035], [1.39293, -3.28899, -2.03684], [1.63045, -1.96936, -1.73972], [1.97352, -1.39433, -0.46014], [2.72606, -0.61649, -0.64780], [2.43780, -2.13065, 0.19668], [0.74775, -0.75686, 0.19530], [-0.01907, -1.50959, 0.38477], [1.02203, -0.30898, 1.15179], [0.16535, 0.31331, -0.73355], [-1.13705, 0.84458, -0.13844], [-1.78058, 0.18819, 0.65778], [-1.57921, 2.05216, -0.56432], [-0.90878, 2.98975, -1.42927], [-0.09379, 2.52039, -1.97465], [-0.36164, 4.16464, -0.59355], [-1.29260, 4.49400, 0.46563], [-0.82679, 4.80067, 1.72399], [-1.50636, 4.53346, 2.92066], [-1.00889, 4.88970, 4.15693], [0.21524, 5.52495, 4.25780], [0.91836, 5.80228, 3.09867], [0.40699, 5.45504, 1.86477], [0.96271, 5.71641, 0.97821], [1.87231, 6.30516, 3.15121], [0.60870, 5.79795, 5.22358], [-1.59099, 4.64539, 5.03176], [-2.70358, 3.88567, 2.91698], [-2.65251, 4.12004, 0.16653], [-2.92497, 4.60046, -0.78121], [-2.78465, 2.59548, 0.04728], [-2.89039, 2.13261, 1.03103], [-3.66364, 2.33254, -0.55227], [-3.33215, 4.49765, 0.92573], [-0.18874, 5.02853, -1.25199], [0.59271, 3.87121, -0.14724], [-1.63389, 3.35149, -2.16641], [0.90049, 1.11746, -0.83716], [-0.12244, -0.31417, -2.10551], [-0.89674, -1.07491, -1.98774], [1.13924, -0.97397, -2.66796], [1.92096, -0.22351, -2.83272], [0.92281, -1.47737, -3.61094], [-0.49026, 0.43389, -2.80943], [1.51523, -4.15896, -0.97940], [1.47660, -5.55432, -1.00490], [1.49243, -6.29752, -2.18126], [1.47356, -7.67879, -2.12137], [1.44207, -8.33735, -0.90405], [1.42863, -7.59986, 0.26785], [1.44639, -6.21973, 0.22027], [1.43584, -5.64827, 1.13927], [1.40390, -8.10029, 1.22493], [1.42742, -9.41624, -0.86690], [1.48441, -8.24585, -3.04053], [1.50941, -5.78845, -3.12966], [1.52284, -3.76990, -0.04944]],
  "mulliken_charge": [-0.710, 0.761, 0.144, -1.319, 0.330, 0.527, -0.543, 0.241, 0.502, 0.458, -0.060, -0.690, 0.305, -1.078, 0.438, -0.855, 0.208, 0.359, 0.599, -0.596, -0.414, -0.773, -0.343, 0.400, 0.376, 0.377, 0.433, -0.333, -1.189, 0.325, -0.626, 0.531, 0.260, 0.552, 0.253, 0.589, 0.307, 0.284, -0.474, 0.316, -1.284, 0.384, 0.477, 0.456, 0.054, 0.718, -0.438, -0.627, -0.485, -0.544, -0.496, 0.300, 0.358, 0.373, 0.359, 0.450, 0.075],
  "e_lumo_ev": 0.453,
  "multiplicity": 1,
  "smiles": "O=C(Nc1ccccc1)N1CCC(C(=O)N2CCN(c3ccccc3F)CC2)CC1",
  "e_above_lowest_ev": 0.5966,
  "e_tot_ev": -37063.3229,
  "e_homo_ha": -0.29297,
  "homo_lumo_gap_ev": 8.426
}

---

No. 4
{
  "formula": "C14H32NO2P2SiZn",
  "method": "ωB97M-V with the def2-TZVPD basis set",
  "species": ["Zn", "P", "C", "C", "N", "C", "C", "C", "C", "C", "P", "H", "H", "H", "H", "H", "H", "H", "H", "O", "H", "H", "O", "H", "C", "H", "H", "H", "C", "H", "H", "H", "C", "H", "H", "H", "C", "H", "H", "H", "C", "Si", "C", "C", "H", "H", "H", "H", "H", "H", "H", "H", "H"],
  "positions_angstrom": [[-0.21244, 0.18750, 0.22696], [1.94140, -0.61426, 0.61106], [2.18288, -1.16228, -1.12332], [1.05825, -1.36576, -1.98697], [-0.18107, -0.93480, -1.53913], [-1.30874, -1.20346, -2.21744], [-1.28282, -2.04275, -3.32755], [-0.05606, -2.46170, -3.83985], [1.12359, -2.03515, -3.23949], [-2.59786, -0.64316, -1.63952], [-2.30732, 0.84069, -0.58056], [2.09815, -2.27111, -3.67216], [-2.24674, -2.41664, -3.68972], [-0.04063, -3.14620, -4.68864], [-3.31319, -0.36430, -2.42318], [-3.15453, -1.36088, -1.01681], [3.19100, 1.61934, -2.13198], [3.14374, -0.94366, -1.64902], [0.78751, 3.09311, -1.40683], [2.71647, 2.47681, -2.27539], [2.62877, 2.43055, -3.25336], [0.13076, 1.97628, -0.22607], [0.35129, 3.17942, -0.51210], [0.98066, 3.53797, 0.18996], [-2.33619, 2.14285, -1.86597], [-3.27356, 2.02781, -2.42670], [-2.30708, 3.15673, -1.43345], [-1.50817, 2.01686, -2.57941], [-3.90401, 1.09118, 0.29263], [-3.78970, 1.83536, 1.09541], [-4.68431, 1.45866, -0.39495], [-4.25900, 0.14589, 0.73173], [2.30501, -2.31141, 1.22915], [3.33043, -2.53833, 0.89985], [2.19572, -2.50502, 2.29859], [1.64635, -2.99840, 0.68333], [3.42740, 0.38189, 1.03624], [3.43761, 0.68524, 2.08871], [4.34015, -0.20390, 0.85064], [3.47690, 1.28448, 0.41174], [1.37250, 0.21586, 3.73437], [-0.10974, -0.10122, 2.62013], [-0.75083, -1.85695, 2.84560], [-1.44053, 1.16331, 3.07926], [2.09940, -0.60767, 3.72676], [0.97396, 0.31703, 4.75773], [1.87533, 1.15326, 3.45856], [-1.06586, -1.93986, 3.90040], [-1.61298, -2.02635, 2.17900], [0.01875, -2.61171, 2.62552], [-1.31679, 1.38365, 4.15040], [-1.32332, 2.10042, 2.51110], [-2.45051, 0.76474, 2.90475]],
  "mulliken_charge": [0.068, 0.592, -1.386, 0.873, 0.295, 0.479, -0.771, -0.396, -0.970, -1.326, 0.636, 0.429, 0.426, 0.409, 0.543, 0.513, 0.302, 0.359, 0.445, -0.634, 0.316, -0.004, -0.367, 0.465, -1.408, 0.493, 0.365, 0.348, -1.222, 0.374, 0.420, 0.403, -1.438, 0.479, 0.389, 0.343, -1.173, 0.355, 0.424, 0.244, -1.191, 0.778, -1.215, -1.230, 0.378, 0.442, 0.303, 0.416, 0.308, 0.292, 0.465, 0.335, 0.228],
  "e_lumo_ev": [-3.740, -3.830],
  "multiplicity": 1,
  "e_above_lowest_ev": 4.5556,
  "e_tot_ev": -95486.4173,
  "e_homo_ha": [-0.33873, -0.33085],
  "homo_lumo_gap_ev": [5.477, 5.173],
  "charge": 1
}